1.
This record from the OMol25 dataset describes one molecule with the formula C8H17NOSi. The level of theory is ωB97M-V/def2-TZVPD.

DFT total energy = -19986.1300 eV
Relative energy (zero: lowest compared OMol25 entry of this formula, charge and spin) = 209.7 kJ/mol
LUMO energy = 0.48 eV
HOMO level = -8.82 eV
Kohn-Sham gap = 9.29 eV

ORCA input file:
```
! wB97M-V def2-TZVPD RIJCOSX def2/J DEFGRID3
* xyz 0 1
C 1.519 0.382 -0.870
C 0.901 1.521 -0.026
C 0.960 1.634 1.290
C 1.111 3.002 3.294
C -0.081 -3.270 -0.875
C -1.334 -0.810 0.487
C -1.866 -1.695 -2.660
C 0.350 2.704 2.055
N 0.516 -0.253 -1.702
O -0.730 3.163 1.603
Si -0.595 -1.470 -1.202
H 1.999 -0.397 -0.246
H 2.314 0.856 -1.483
H 0.315 2.400 -0.449
H 1.348 0.802 1.872
H 0.523 3.320 4.267
H 1.708 3.976 3.103
H 1.799 2.223 3.475
H 0.794 -3.472 -1.522
H -0.174 -3.765 0.059
H -0.915 -3.785 -1.374
H -0.723 -1.357 1.225
H -1.042 0.240 0.490
H -2.387 -0.814 0.471
H -1.514 -2.078 -3.580
H -2.477 -2.494 -2.265
H -2.558 -0.839 -2.940
H 0.240 0.277 -2.497
*
```

2.
This record from the OMol25 dataset describes a 3-piece molecular cluster, C8H17O11S2 overall. The level of theory is ωB97M-V/def2-TZVPD.

DFT total energy = -52760.7839 eV
LUMO energy = 1.59 eV
HOMO level = -1.53 eV
Kohn-Sham gap = 3.12 eV

ORCA input file:
```
! wB97M-V def2-TZVPD RIJCOSX def2/J DEFGRID3
* xyz -1 1
C 2.429 -1.196 1.330
C 2.047 -2.219 0.275
O 0.961 -1.621 -0.485
C 1.646 -3.584 0.851
O 2.081 -4.637 0.054
C 3.141 -5.473 0.674
O 4.440 -4.846 0.284
H 1.709 -1.213 2.153
H 3.407 -1.420 1.759
H 2.454 -0.191 0.910
H 2.873 -2.417 -0.414
H 0.880 -2.138 -1.295
H 0.543 -3.601 0.909
H 2.051 -3.703 1.867
H 3.126 -6.313 -0.041
H 4.555 -4.131 0.914
C -0.206 1.179 0.694
C -1.333 1.434 1.676
O -0.660 1.486 2.951
S 0.796 2.106 2.784
O 0.793 3.480 3.150
O 1.724 1.203 3.366
O 0.861 2.018 1.199
H 0.125 0.142 0.680
H -0.443 1.506 -0.313
H -2.069 0.638 1.707
H -1.824 2.391 1.494
C -3.860 2.991 -3.631
C -2.379 3.054 -3.306
O -2.364 3.268 -1.886
S -3.576 2.493 -1.201
O -3.138 1.230 -0.723
O -4.247 3.396 -0.338
O -4.416 2.250 -2.532
H -4.314 3.982 -3.658
H -4.079 2.449 -4.547
H -1.867 3.889 -3.776
H -1.867 2.119 -3.536
*
```

3.
This record from the OMol25 dataset describes C8H17OP2Ti as an isolated structure. The level of theory is ωB97M-V/def2-TZVPD.

DFT total energy = -52309.1361 eV
⟨S²⟩ = 0.7553
Relative energy (zero: lowest compared OMol25 entry of this formula, charge and spin) = 0.0 kJ/mol
LUMO energy (spin up / spin down) = 0.27 / 0.25 eV
HOMO level (spin up / spin down) = -4.46 / -4.21 eV
Kohn-Sham gap (spin up / spin down) = 4.73 / 4.46 eV

ORCA input file:
```
! wB97M-V def2-TZVPD RIJCOSX def2/J DEFGRID3
* xyz 0 2
C -1.428 2.601 -1.834
C 0.007 2.749 -1.674
C 0.611 1.553 -2.231
C -0.436 0.609 -2.572
C -1.695 1.217 -2.262
Ti -0.447 1.084 -0.506
P -2.181 1.400 1.220
H -2.126 3.396 -1.780
H 0.702 3.534 -1.349
H 1.631 1.311 -2.268
H -2.621 0.635 -2.250
H -0.269 -0.262 -3.190
H -3.258 0.496 1.426
H -2.915 2.627 1.304
H -1.667 1.390 2.552
C -0.341 -1.645 1.862
P 1.131 -1.331 0.838
C 2.504 -1.229 1.999
C 1.307 -2.645 -0.388
O 1.027 -0.005 0.121
H -0.093 -2.508 2.496
H -1.202 -1.880 1.215
H -0.557 -0.762 2.486
H 2.607 -2.214 2.485
H 3.435 -0.956 1.459
H 2.256 -0.450 2.749
H 0.360 -2.726 -0.953
H 2.134 -2.385 -1.080
H 1.525 -3.605 0.123
*
```

4.
This record from the OMol25 dataset describes C8H18B3IO11S2 as an isolated structure. The level of theory is ωB97M-V/def2-TZVPD.

DFT total energy = -62916.1098 eV
LUMO energy = 0.48 eV
HOMO level = -9.00 eV
Kohn-Sham gap = 9.48 eV

ORCA input file:
```
! wB97M-V def2-TZVPD RIJCOSX def2/J DEFGRID3
* xyz 0 1
C -0.020 1.244 1.836
C -0.445 2.531 1.094
C -0.179 2.476 -0.406
I -1.123 4.152 -1.374
B -0.677 1.205 -1.173
O -1.532 0.273 -0.613
B -1.728 -0.797 -1.478
O -0.606 -1.373 -2.046
B 0.257 -0.401 -2.527
C 1.689 -0.721 -3.057
O -0.219 0.915 -2.457
H 0.561 1.535 2.712
H -0.905 0.729 2.206
H 0.609 0.585 1.239
H 0.146 3.357 1.494
H -1.484 2.783 1.312
H 0.884 2.622 -0.601
H -2.815 -1.154 -1.792
H 2.353 0.112 -2.814
H 2.097 -1.629 -2.615
H 1.700 -0.815 -4.146
C 2.161 4.224 5.011
C 2.874 5.366 4.315
O 3.820 4.707 3.460
S 3.215 3.330 2.932
O 2.650 3.519 1.643
O 4.159 2.302 3.177
O 2.020 3.229 3.987
H 2.760 3.807 5.823
H 1.178 4.498 5.383
H 3.405 6.021 5.000
H 2.192 5.952 3.697
C -2.488 -6.721 -3.412
C -2.622 -6.721 -1.902
O -2.289 -5.378 -1.530
S -2.774 -4.357 -2.660
O -4.036 -3.812 -2.306
O -1.683 -3.516 -2.992
O -3.011 -5.447 -3.807
H -1.444 -6.784 -3.725
H -3.063 -7.509 -3.890
H -1.939 -7.409 -1.411
H -3.646 -6.929 -1.587
*
```

5.
This record from the OMol25 dataset describes a 6-piece molecular cluster, C8H18BCl10NO4P overall. The level of theory is ωB97M-V/def2-TZVPD.

DFT total energy = -153461.2827 eV
LUMO energy = 2.09 eV
HOMO level = -4.03 eV
Kohn-Sham gap = 6.12 eV

ORCA input file:
```
! wB97M-V def2-TZVPD RIJCOSX def2/J DEFGRID3
* xyz -1 1
C 2.825 -0.451 -1.293
C 1.724 0.625 -1.594
N 0.490 0.045 -2.202
P -0.733 -0.025 -0.927
B -1.617 -1.727 -1.114
O -1.675 -2.384 -2.343
O -2.172 -2.270 0.080
C -2.109 1.252 -1.200
O -1.937 2.463 -0.991
O -3.242 0.820 -1.584
H 2.474 -1.211 -0.568
H 3.699 0.120 -0.894
H 3.166 -0.900 -2.251
H 2.152 1.396 -2.267
H 1.438 1.066 -0.616
H 0.676 -0.912 -2.502
H -2.567 -2.754 -2.464
H -1.476 -2.093 0.736
C -5.879 -1.220 -0.679
Cl -7.467 -1.146 0.126
Cl -5.859 -2.460 -1.942
H -5.661 -0.255 -1.128
H -5.119 -1.460 0.059
C -0.852 4.141 1.448
Cl -0.032 2.948 2.463
Cl -0.021 5.709 1.510
H -0.864 3.784 0.419
H -1.869 4.267 1.805
C 6.007 2.061 0.550
Cl 4.561 2.205 1.555
Cl 5.831 0.776 -0.650
H 6.173 3.002 0.035
H 6.857 1.832 1.186
C 5.564 -3.204 0.436
Cl 5.380 -2.803 -1.274
Cl 5.909 -1.771 1.411
H 4.643 -3.656 0.792
H 6.386 -3.905 0.543
C -5.022 -0.512 3.043
Cl -5.446 0.520 4.419
Cl -3.774 0.204 2.035
H -4.673 -1.468 3.420
H -5.888 -0.648 2.411
*
```

6.
This record from the OMol25 dataset describes C8H18BMgN2O2S2 as an isolated structure. The level of theory is ωB97M-V/def2-TZVPD.

DFT total energy = -43446.4391 eV
LUMO energy = -6.88 eV
HOMO level = -10.38 eV
Kohn-Sham gap = 3.50 eV

ORCA input file:
```
! wB97M-V def2-TZVPD RIJCOSX def2/J DEFGRID3
* xyz 1 1
C -1.787 -2.646 -3.092
C -1.300 -1.399 -2.379
N -0.115 -1.646 -1.548
C 1.007 -2.281 -2.286
C 1.103 -3.794 -2.010
C 0.266 -0.563 -0.808
S 1.146 -0.743 0.552
S -0.224 1.057 -1.378
C 0.491 2.294 -0.256
C -0.353 2.663 0.984
C 0.250 2.259 2.332
N -0.197 3.090 3.335
B 0.527 2.888 4.598
O -0.152 2.588 5.730
O 1.865 3.029 4.610
H -1.646 -3.499 -2.447
H -1.239 -2.805 -4.007
H -2.841 -2.540 -3.295
H -2.118 -1.105 -1.713
H -1.166 -0.593 -3.102
H 0.949 -2.076 -3.346
H 1.931 -1.852 -1.938
H 0.947 -4.320 -2.940
H 2.058 -4.064 -1.596
H 0.295 -4.088 -1.365
H 0.544 3.183 -0.868
H 1.510 2.048 0.013
H -0.546 3.724 0.993
H -1.300 2.164 0.919
H 1.346 2.280 2.287
H -0.111 1.210 2.560
H -1.038 2.280 5.490
H 2.189 2.792 5.493
Mg -2.292 0.465 0.480
*
```

7.
This record from the OMol25 dataset describes C8H18CaF6O12S2 as an isolated structure. The level of theory is ωB97M-V/def2-TZVPD.

DFT total energy = -89564.3507 eV
⟨S²⟩ = 0.7579
LUMO energy (spin up / spin down) = -3.14 / -9.31 eV
HOMO level (spin up / spin down) = -12.50 / -12.13 eV
Kohn-Sham gap (spin up / spin down) = 9.36 / 2.82 eV

ORCA input file:
```
! wB97M-V def2-TZVPD RIJCOSX def2/J DEFGRID3
* xyz 1 2
Ca 0.217 -0.301 -0.187
C -4.048 1.789 -1.540
F -4.963 2.702 -1.566
F -4.478 0.737 -0.834
F -3.870 1.463 -2.818
S -2.347 2.387 -0.822
O -1.330 1.358 -0.866
O -2.056 3.464 -1.746
O -2.608 2.816 0.557
C 1.993 2.673 2.895
F 1.842 3.847 3.362
F 3.291 2.249 3.063
F 1.093 1.747 3.332
S 1.642 2.915 0.974
O 0.545 3.883 0.770
O 2.932 3.263 0.355
O 1.318 1.522 0.564
C 0.101 -0.973 3.041
C -1.021 -0.062 2.651
O -1.603 -0.523 1.502
O 1.061 -1.009 1.972
H -0.317 -1.978 2.982
H 0.483 -0.716 4.029
H -0.805 1.000 2.533
H -1.771 -0.106 3.441
H -2.541 -0.394 1.659
H 1.908 -1.364 2.253
C -1.418 -2.707 -1.907
C -0.677 -3.430 -0.753
O 0.427 -2.736 -0.329
O -1.740 -1.434 -1.433
H -2.320 -3.291 -2.089
H -0.763 -2.609 -2.772
H -0.470 -4.399 -1.205
H -1.327 -3.544 0.115
H 1.149 -3.319 -0.082
H -2.454 -1.089 -1.974
C 2.235 -0.467 -2.719
C 3.116 -0.261 -1.471
O 2.604 -0.901 -0.329
O 0.841 -0.065 -2.524
H 2.070 -1.536 -2.849
H 2.752 -0.058 -3.587
H 3.286 0.794 -1.260
H 4.094 -0.744 -1.486
H 3.343 -1.290 0.145
H 0.586 0.697 -3.050
*
```

Going through the records in order, we get max |F| values of 4.6 0.3 2.6 1.0 3.3 1.9 6.0 eV Å⁻¹.